# 1
ORCA calculation (ωB97M-V with the def2-TZVPD basis set) on C44H61BrFN5PSeSiW as an isolated structure at a distorted geometry.

Last column: Löwdin spin population.
CARTESIAN COORDINATES (ANGSTROEM)
W  0.798  0.434  -0.551  0.94
C  -0.485  -2.190  1.868  0.00
Si  0.293  -0.708  2.693  0.01
C  -1.024  -0.173  3.969  0.00
C  1.678  -1.522  3.688  0.00
N  0.886  0.617  1.683  0.03
C  1.539  1.609  2.444  0.00
C  1.456  1.698  3.856  0.00
C  2.107  2.650  4.627  0.00
C  2.905  3.615  4.039  0.00
C  3.027  3.577  2.661  0.00
C  2.377  2.610  1.924  0.00
F  2.604  2.661  0.597  0.01
H  -1.058  -2.707  2.648  0.00
H  0.276  -2.875  1.496  0.00
H  -1.155  -1.952  1.052  0.00
H  -1.929  -0.775  3.866  0.00
H  -1.300  0.880  3.886  0.00
H  -0.647  -0.333  4.985  0.00
H  1.204  -2.176  4.431  0.00
H  2.343  -0.833  4.213  0.00
H  2.280  -2.168  3.043  0.00
H  0.858  0.993  4.402  0.00
H  1.974  2.624  5.702  0.00
H  3.411  4.372  4.623  0.00
H  3.616  4.299  2.110  0.00
Br  7.025  -0.288  3.711  0.00
C  5.764  -0.045  2.309  0.02
C  4.636  -0.843  2.260  0.00
C  3.721  -0.657  1.236  0.02
C  3.925  0.312  0.262  0.01
C  5.061  1.117  0.340  0.02
C  5.982  0.940  1.362  0.00
N  2.958  0.465  -0.760  0.19
C  3.402  0.810  -1.971  0.23
C  2.490  0.845  -3.038  0.09
C  2.864  1.014  -4.389  0.05
C  1.921  0.905  -5.371  0.04
C  0.591  0.611  -5.017  0.10
C  0.285  0.469  -3.686  0.01
N  1.188  0.603  -2.705  0.13
H  4.463  -1.597  3.017  0.00
H  2.821  -1.251  1.182  0.00
H  5.200  1.930  -0.360  0.00
H  6.850  1.581  1.432  0.00
H  4.456  0.961  -2.169  0.01
H  3.902  1.218  -4.619  0.00
H  2.198  1.033  -6.410  0.00
H  -0.188  0.503  -5.758  0.01
H  -0.712  0.235  -3.348  0.00
C  -2.466  2.406  -3.096  0.00
C  -3.352  1.324  -2.442  0.01
C  -4.810  1.796  -2.548  0.00
C  -3.239  0.026  -3.265  0.00
P  -2.715  0.959  -0.698  0.04
N  -1.188  0.609  -0.646  0.07
C  -3.699  -0.545  -0.105  0.01
C  -3.499  -0.606  1.415  0.00
C  -5.209  -0.592  -0.377  0.00
C  -3.078  -1.818  -0.726  0.00
C  -3.164  2.438  0.378  0.00
C  -2.884  3.744  -0.383  0.00
C  -2.259  2.435  1.622  0.00
C  -4.629  2.499  0.835  0.00
H  -2.393  2.217  -4.171  0.00
H  -1.461  2.448  -2.685  0.00
H  -2.894  3.399  -2.968  0.00
H  -5.044  1.913  -3.612  0.00
H  -4.965  2.767  -2.083  0.00
H  -5.532  1.096  -2.132  0.00
H  -3.289  0.280  -4.328  0.00
H  -4.062  -0.655  -3.055  0.00
H  -2.309  -0.517  -3.089  0.00
H  -4.146  0.090  1.946  0.00
H  -2.473  -0.390  1.691  0.00
H  -3.737  -1.613  1.770  0.00
H  -5.743  0.284  -0.012  0.00
H  -5.614  -1.463  0.149  0.00
H  -5.439  -0.725  -1.434  0.00
H  -2.013  -1.700  -0.926  0.00
H  -3.571  -2.091  -1.657  0.00
H  -3.196  -2.654  -0.032  0.00
H  -1.900  3.755  -0.845  0.00
H  -2.918  4.563  0.341  0.00
H  -3.637  3.951  -1.143  0.00
H  -1.214  2.259  1.373  0.00
H  -2.570  1.685  2.348  0.00
H  -2.332  3.416  2.101  0.00
H  -5.341  2.479  0.010  0.00
H  -4.764  3.453  1.356  0.00
H  -4.895  1.713  1.539  0.00
C  0.917  -2.947  -2.843  -0.01
C  1.603  -2.641  -1.498  -0.01
C  3.083  -2.405  -1.808  0.00
C  0.827  -1.485  -0.858  -0.08
C  1.463  -3.830  -0.536  0.00
C  2.407  -4.042  0.470  0.00
C  2.249  -5.051  1.408  0.00
C  1.139  -5.884  1.361  0.00
C  0.197  -5.693  0.363  0.00
C  0.360  -4.679  -0.573  0.00
H  1.078  -2.112  -3.527  0.00
H  -0.161  -3.077  -2.738  0.00
H  1.333  -3.850  -3.303  0.00
H  3.191  -1.692  -2.625  0.00
H  3.538  -3.350  -2.121  0.00
H  3.647  -2.022  -0.960  0.00
H  -0.208  -1.816  -0.784  0.00
H  3.274  -3.398  0.539  0.00
H  2.994  -5.180  2.184  0.00
H  1.009  -6.668  2.097  0.00
H  -0.678  -6.330  0.312  0.00
H  -0.404  -4.542  -1.328  0.00
Se  0.803  3.171  -1.494  0.02
C  0.625  4.473  -0.201  0.00
N  0.516  5.319  0.582  0.00

Properties
max |F|: 1.10 eV Å⁻¹
2S+1: 3
expectation value of S²: 2.04
charge: -1
orbital gap (spin up / spin down): 5.81 / 6.22 eV
HOMO level (spin up / spin down): -3.46 / -4.41 eV
energy: -211170.2535 eV
energy above the lowest of the compared OMol25 structures with the same formula, charge and spin: 0.0 kcal/mol

***

# 2
ORCA calculation (ωB97M-V with the def2-TZVPD basis set) on C44H61BrN6O2Sr as an isolated structure at a distorted geometry.

Last column: Mulliken charge in e.
CARTESIAN COORDINATES (ANGSTROEM)
Sr  0.751  -0.053  0.022  0.24
N  0.957  -1.826  2.023  -0.27
C  1.532  -3.007  1.365  -0.40
C  0.651  -3.529  0.236  -1.15
N  0.456  -2.593  -0.892  1.22
C  -0.800  -2.884  -1.606  -1.34
C  -1.493  -1.683  -2.258  -1.10
N  -1.585  -0.565  -1.326  0.43
C  1.651  -2.639  -1.751  -0.02
C  1.577  -1.853  -3.047  -1.54
N  1.304  -0.429  -2.820  -0.04
H  1.662  -1.395  2.612  0.17
H  0.175  -2.082  2.610  0.23
H  1.690  -3.839  2.061  0.58
H  2.516  -2.716  0.996  -0.05
H  -0.330  -3.766  0.645  0.50
H  1.079  -4.475  -0.125  0.42
H  -1.497  -3.289  -0.869  0.72
H  -0.655  -3.673  -2.358  0.35
H  -2.475  -2.037  -2.598  0.58
H  -0.958  -1.344  -3.140  0.46
H  -2.262  -0.754  -0.591  -1.01
H  -1.941  0.265  -1.790  0.21
H  1.912  -3.681  -1.998  0.42
H  2.500  -2.269  -1.161  -0.12
H  0.788  -2.268  -3.676  0.33
H  2.516  -2.029  -3.584  0.66
H  0.986  -0.001  -3.680  0.27
H  2.160  0.054  -2.546  0.11
C  2.588  1.873  3.149  -0.98
C  2.928  3.244  2.561  0.35
C  2.630  4.363  3.565  -1.54
C  2.434  3.596  1.153  0.60
C  3.311  4.415  0.438  -1.05
C  3.078  4.790  -0.868  -1.49
C  1.941  4.331  -1.510  -0.68
C  1.033  3.521  -0.846  0.35
C  -0.240  3.099  -1.552  2.87
C  -0.025  2.782  -3.031  -1.96
C  -1.282  4.207  -1.404  -1.76
C  1.261  3.177  0.499  -0.05
N  0.299  2.305  1.099  1.99
C  -0.249  2.696  2.192  -1.20
C  -1.234  2.045  3.028  -0.32
C  -1.229  2.508  4.360  -0.66
C  -2.130  2.096  5.309  -1.08
C  -3.147  1.222  4.897  -0.95
C  -3.231  0.791  3.601  -0.21
C  -2.280  1.153  2.584  0.04
N  -2.386  0.715  1.330  1.56
C  -3.671  0.313  0.881  -1.24
C  -4.520  1.324  0.325  0.10
C  -5.711  0.981  -0.292  -0.56
C  -6.120  -0.338  -0.399  -1.40
C  -5.334  -1.313  0.164  -1.23
C  -4.137  -1.024  0.830  1.53
C  -3.530  -2.267  1.485  0.49
C  -2.091  -2.192  1.950  -1.83
C  -4.410  -2.738  2.650  -1.63
C  -4.143  2.793  0.392  2.87
C  -4.623  3.453  1.691  -1.46
C  -4.711  3.595  -0.779  -2.11
H  3.303  1.659  3.948  0.55
H  2.678  1.083  2.405  -0.25
H  1.597  1.826  3.595  0.23
H  4.016  3.235  2.441  0.76
H  1.563  4.439  3.783  0.29
H  2.962  5.331  3.189  0.39
H  3.145  4.166  4.508  0.41
H  4.221  4.742  0.929  0.47
H  3.789  5.417  -1.391  0.41
H  1.760  4.610  -2.540  0.37
H  -0.641  2.207  -1.054  -1.22
H  0.129  3.692  -3.615  0.43
H  -0.905  2.283  -3.445  0.47
H  0.846  2.144  -3.178  0.28
H  -0.917  5.120  -1.881  0.43
H  -1.477  4.430  -0.354  0.33
H  -2.221  3.926  -1.876  0.43
H  0.064  3.670  2.583  0.66
H  -0.461  3.224  4.640  0.29
H  -2.075  2.457  6.326  0.42
H  -3.897  0.896  5.608  0.41
H  -4.061  0.164  3.307  0.50
H  -6.333  1.759  -0.716  0.28
H  -7.041  -0.593  -0.908  0.41
H  -5.650  -2.350  0.108  0.50
H  -3.578  -3.055  0.721  0.48
H  -1.967  -1.478  2.763  0.29
H  -1.786  -3.181  2.311  0.78
H  -1.424  -1.895  1.144  0.68
H  -4.404  -2.004  3.457  0.32
H  -4.032  -3.681  3.054  0.46
H  -5.443  -2.888  2.339  0.42
H  -3.051  2.836  0.365  -1.48
H  -5.711  3.375  1.768  0.33
H  -4.362  4.515  1.692  0.43
H  -4.190  2.998  2.577  0.20
H  -5.785  3.759  -0.663  0.54
H  -4.553  3.097  -1.738  0.45
H  -4.242  4.579  -0.821  0.42
Br  7.721  -3.125  1.081  -0.20
C  6.880  -1.846  -0.038  -0.36
C  7.535  -1.406  -1.177  -0.33
C  6.914  -0.470  -1.992  -0.85
C  5.654  0.013  -1.672  -0.36
C  5.009  -0.440  -0.528  0.57
C  5.625  -1.372  0.299  -0.22
C  3.626  0.057  -0.190  0.98
O  3.053  0.837  -0.990  -0.86
O  3.074  -0.386  0.855  -1.05
H  8.517  -1.788  -1.419  0.41
H  7.422  -0.117  -2.880  0.41
H  5.158  0.747  -2.291  0.52
H  5.117  -1.708  1.192  0.59

Properties
max |F|: 1.06 eV Å⁻¹
charge: 0
orbital gap: 6.57 eV
HOMO level: -6.36 eV
energy: -130537.0583 eV
energy above the lowest of the compared OMol25 structures with the same formula, charge and spin: 18.7 kcal/mol

***

What is the charge in the first record? -1

***

Which value of charge does entry 1 give? -1

***

The lowest energy above the lowest of the compared OMol25 structures with the same formula, charge and spin belongs to which entry? C44H61BrFN5PSeSiW